[1]
The following is a quantum chemistry calculation of C26H22Cl5I2InN9O5 as an isolated structure, from the Open Molecules 2025 dataset.

XYZ file:
```
70
Properties=species:S:1:pos:R:3:forces:R:3
In -0.26052 0.18876 0.24157 0.5 0.2 0.7
I 5.80981 2.87743 3.58733 0.0 0.0 0.0
C 4.10177 2.60724 2.42143 0.0 0.0 0.1
C 2.99891 3.42920 2.61203 0.0 -0.1 0.0
C 1.86062 3.22171 1.85121 -0.1 0.0 0.0
I 0.15428 4.37907 2.16548 0.0 0.0 0.0
C 1.79541 2.21499 0.87898 0.0 0.0 0.0
O 0.70695 2.02843 0.15042 -0.1 0.0 -0.1
C 2.92045 1.38861 0.71793 0.1 0.0 0.0
C 2.84864 0.27886 -0.29282 0.0 0.1 0.0
N 1.80829 -0.73063 0.03892 -0.2 -0.1 -0.1
C 2.06807 -1.50687 1.25881 -0.1 0.1 0.0
C 1.61371 -0.76012 2.49569 0.0 0.0 0.0
C 2.30296 -0.82546 3.69233 0.0 0.0 0.0
C 1.82611 -0.11401 4.78157 0.0 0.0 0.0
C 0.67588 0.64828 4.64341 0.0 0.0 0.0
C 0.03932 0.65949 3.41985 -0.1 0.1 0.0
N 0.49582 -0.03839 2.37693 -0.2 -0.1 -0.1
C 4.06163 1.59181 1.48064 0.0 -0.1 0.0
H 3.02344 4.21928 3.34954 0.0 0.0 0.0
H 2.58213 0.68418 -1.27100 0.0 0.0 0.0
H 3.81810 -0.21928 -0.37306 0.0 0.0 0.0
H 1.67747 -1.33723 -0.77144 0.1 0.0 0.0
H 1.49381 -2.43303 1.19239 0.0 0.0 0.0
H 3.12597 -1.76371 1.34905 0.0 0.0 0.0
H 3.20845 -1.41290 3.76236 0.0 0.0 0.0
H 2.35565 -0.14264 5.72438 0.0 0.0 0.0
H 0.28377 1.23640 5.46019 0.0 0.0 0.0
H -0.84433 1.26202 3.24878 0.0 -0.1 0.0
H 4.92110 0.94681 1.34065 0.0 0.0 0.0
Cl -2.63105 6.24125 -1.99096 0.0 0.0 0.0
C -2.56191 4.66684 -1.31401 0.0 0.0 0.0
C -1.89457 3.64469 -1.98185 0.0 0.0 -0.1
Cl -1.15777 3.92505 -3.50618 0.0 0.0 0.0
C -1.82810 2.38877 -1.40362 0.0 -0.1 0.1
Cl -0.99540 1.08588 -2.20255 -0.1 0.0 -0.1
C -2.36415 2.10001 -0.14373 0.0 0.0 -0.1
O -2.20899 0.91667 0.43512 0.0 0.1 0.0
C -3.06600 3.13083 0.48355 0.0 0.1 0.0
Cl -3.78159 2.80226 2.02238 0.0 0.7 -0.3
C -3.16289 4.39578 -0.08399 0.0 0.0 0.0
Cl -3.99350 5.64199 0.75031 0.0 0.0 0.0
N -3.64120 0.06002 3.07733 0.2 -0.5 0.1
N -4.47295 -0.85794 2.40612 0.0 0.0 -0.1
C -3.99097 -1.66832 1.47633 0.0 0.0 0.2
N -4.82190 -2.45969 0.79998 -0.1 0.0 -0.1
N -2.63529 -1.62996 1.35391 0.0 -0.2 -0.1
N -2.10614 -2.11834 0.27377 0.2 0.1 0.1
O -2.67967 -2.66034 -0.65136 0.0 -0.2 -0.1
O -0.82776 -1.95284 0.20086 -0.2 0.1 -0.2
H -4.21112 0.53022 3.76832 0.0 -0.1 0.0
H -3.32230 0.74003 2.38847 0.0 -0.2 0.2
H -5.47128 -0.78024 2.52216 0.0 0.0 0.0
H -5.81763 -2.38576 0.92333 0.0 0.0 0.0
H -4.45992 -2.94000 -0.00978 0.0 0.0 0.0
N 1.43011 -4.98067 -6.34224 -0.1 0.0 0.0
C 0.95224 -3.71233 -6.36554 0.0 0.0 0.0
O 0.57210 -3.15577 -7.37150 0.0 0.0 0.0
C 0.90811 -3.00046 -5.03605 0.0 0.0 0.0
C 0.62852 -3.63781 -3.83643 0.0 0.0 0.0
C 0.56159 -2.87689 -2.68040 -0.1 0.0 0.0
N 0.77662 -1.56061 -2.65473 0.1 0.0 0.0
C 1.05253 -0.95921 -3.81743 0.1 0.0 0.0
C 1.11078 -1.62857 -5.02498 0.0 0.0 0.0
H 1.51324 -5.46836 -7.21858 0.0 0.0 0.0
H 1.85396 -5.38096 -5.52593 0.0 0.0 0.0
H 0.43050 -4.70063 -3.79235 0.0 0.0 0.0
H 0.30417 -3.33701 -1.73297 0.0 0.0 0.0
H 1.23392 0.10902 -3.77723 0.0 0.0 0.0
H 1.30202 -1.10489 -5.95115 0.0 0.0 0.0
```
Forces are in eV/Å.

frontier orbital gap: 0.252 Eh
charge: +1
HOMO energy: -10.170 eV

Results of the Mulliken charge analysis, in e, for atoms 1 through 6: number 1, In, carries 2.025; number 2, I, carries 0.095; number 3, C, carries -0.413; number 4, C, carries -0.453; number 5, C, carries -0.117; number 6, I, carries 0.109


[2]
The following is a quantum chemistry calculation of one molecule with the formula C22H31N5O2 at a distorted geometry, from the Open Molecules 2025 dataset.

XYZ file:
```
60
Properties=species:S:1:pos:R:3:forces:R:3
C -4.14189 -5.18570 -2.53692 0.0 0.4 0.1
C -4.20358 -3.67148 -2.71551 -0.1 -0.3 -0.3
O -3.89365 -2.96782 -1.53221 -0.1 0.1 0.5
C -4.78481 -2.95285 -0.48909 0.1 0.1 0.0
C -6.09705 -3.38637 -0.57624 0.1 0.0 -0.2
C -6.93361 -3.35652 0.53009 0.0 0.0 0.1
C -6.45941 -2.88557 1.73569 -0.2 -0.1 0.0
C -5.15561 -2.42855 1.83114 0.1 0.1 -0.1
C -4.29562 -2.44623 0.73772 -0.2 -0.1 -0.1
N -2.95873 -2.05514 0.83221 0.1 -0.2 0.0
C -2.47700 -0.99953 -0.03642 0.2 0.1 -0.3
C -0.96336 -1.13641 -0.21633 -0.4 0.3 -0.5
N -0.32488 -1.09504 1.07747 0.0 -0.2 0.1
C 0.47835 -0.13205 1.57231 0.0 -0.2 0.2
O 0.86293 -0.14297 2.73686 0.1 0.2 0.1
C 0.94590 0.95793 0.69023 0.6 0.9 0.3
C 1.73330 2.01206 1.12973 -0.4 -0.5 -0.2
N 1.94818 2.76020 0.03413 -0.5 -0.7 0.9
C 2.74508 3.94494 -0.10553 0.6 0.3 -0.5
C 4.17654 3.61345 -0.55565 -0.2 0.3 0.4
C 4.93228 4.90264 -0.87867 0.0 -0.3 -0.3
C 6.35231 4.59154 -1.34301 0.0 0.2 0.3
C 7.10238 3.79784 -0.27823 0.0 -0.2 -0.3
C 6.35165 2.51098 0.04794 0.0 0.2 0.3
C 4.93179 2.82216 0.51287 0.0 -0.2 -0.4
N 1.34433 2.20773 -1.01281 0.2 0.7 -1.0
N 0.74716 1.14380 -0.63704 -0.2 -0.4 0.0
C -0.82369 -2.12086 1.96655 -0.1 0.0 0.5
C -2.33973 -1.98149 2.13655 0.3 -0.2 0.0
H -4.88059 -5.52016 -1.81273 0.0 -0.1 0.0
H -4.33063 -5.67569 -3.48828 0.0 -0.1 -0.1
H -3.15647 -5.47300 -2.17905 0.1 -0.1 0.0
H -3.43364 -3.35052 -3.42365 -0.2 0.0 0.0
H -5.17972 -3.36468 -3.11235 0.1 0.0 0.0
H -6.48717 -3.76770 -1.50684 0.0 0.0 -0.1
H -7.94970 -3.70891 0.43761 -0.1 0.0 0.0
H -7.10021 -2.86086 2.60423 -0.1 0.0 0.1
H -4.80676 -2.04193 2.77583 0.1 0.0 0.1
H -2.96601 -1.07400 -1.00437 0.0 0.1 0.1
H -2.69772 -0.00979 0.39982 0.0 0.0 0.0
H -0.57604 -0.34079 -0.85075 -0.2 -0.3 0.1
H -0.75085 -2.10832 -0.67433 0.0 0.0 0.0
H 2.10839 2.24703 2.10205 0.1 0.1 0.2
H 2.76083 4.47133 0.85214 -0.1 0.0 -0.1
H 2.26343 4.57469 -0.85805 0.0 0.0 0.2
H 4.10788 3.00590 -1.46469 0.0 0.0 0.0
H 4.40236 5.45802 -1.65536 -0.1 0.1 0.0
H 4.97289 5.53030 0.01496 0.0 0.1 0.1
H 6.88107 5.52220 -1.55732 0.0 0.0 -0.1
H 6.31075 4.00961 -2.26626 0.0 0.0 -0.1
H 8.10880 3.56273 -0.62911 0.1 0.0 0.1
H 7.19624 4.40294 0.62648 0.1 0.0 0.1
H 6.87949 1.95700 0.82635 0.0 -0.1 0.0
H 6.30986 1.87948 -0.84228 0.0 -0.1 0.0
H 4.40885 1.88844 0.73145 0.0 0.0 0.1
H 4.97469 3.40923 1.43419 0.0 0.0 0.1
H -0.31812 -2.01366 2.92763 -0.1 -0.1 -0.1
H -0.59665 -3.10077 1.53429 0.0 0.0 0.0
H -2.70191 -2.80325 2.75622 0.0 0.1 0.0
H -2.55290 -1.02556 2.64434 0.0 -0.1 0.0
```
Forces are in eV/Å.

frontier orbital gap: 0.311 Eh
structure (SMILES): CCOc1ccccc1N1CCN(C(=O)c2cn(CC3CCCCC3)nn2)CC1
energy relative to the best compared isomer or geometry (same formula, charge and spin): 308.35 kJ/mol
HOMO energy: -7.611 eV

Results of the Mulliken charge analysis, in e, for atoms 1 through 6: number 1, C, carries -1.104; number 2, C, carries -0.515; number 3, O, carries -0.470; number 4, C, carries 0.881; number 5, C, carries -0.533; number 6, C, carries -0.871